C29H28NO5PTi | ωB97M-V/def2-TZVPD

Summary:
HOMO in eV: -12.706

Structure (ORCA input):
```
! RIJCOSX wB97M-V def2-TZVPD def2/J DEFGRID3
* xyz 2 1
Ti -5.51553 1.53641 -0.87542
P 0.36676 -2.11275 1.40786
O -1.62703 -0.30962 1.06466
O -3.75488 3.61026 2.29730
O -0.32344 1.86647 -3.66270
O -5.88424 1.84047 1.74927
O 4.17824 -0.37413 -3.25000
N -3.61205 1.45156 1.41937
C -0.15349 -0.33687 -0.77161
C 0.65906 -1.35757 -0.22332
C 4.17944 1.60057 -1.91003
C 0.21091 0.25355 -2.00502
C -2.14602 2.15135 3.33190
C 2.95185 -2.89704 2.20358
C -3.59311 3.42858 -1.72557
C 4.69376 0.35523 -2.19168
C -3.21909 2.55372 2.39310
C 1.66473 -3.39806 1.53589
C -0.57391 1.33237 -2.60929
C -2.17816 -3.04050 2.29324
C -5.30554 -0.30222 0.95976
C -2.51010 2.89800 -2.40719
C -1.77509 1.84102 -1.83320
C -2.10056 1.29737 -0.57964
C -3.92095 2.89416 -0.47236
C -1.29153 0.14550 -0.01267
C 1.33825 -0.14311 -2.67256
C 3.43071 -1.50297 -2.84369
C 4.71418 2.33467 -0.86877
C 1.82768 -1.68544 -0.91925
C 6.26661 0.57622 -0.41472
C 5.74239 -0.15995 -1.45619
C -1.15688 -3.14034 1.15145
C 2.16979 -1.11133 -2.12352
C -3.19383 1.83916 0.10686
C -4.96798 1.09774 1.44360
C 5.75120 1.82308 -0.11534
H -3.09091 -2.55834 1.95013
H -4.74897 3.36096 0.07892
H -4.59032 -0.68841 0.22140
H -2.20191 3.29643 -3.36328
H -2.52675 1.44659 4.06635
H 3.74181 -2.71733 1.48031
H 1.87796 -3.88731 0.58719
H -1.79721 -2.47078 3.13432
H 4.03276 -2.13469 -2.19013
H -6.32648 -0.26838 0.54400
H 3.18764 -2.04998 -3.75059
H 4.32711 3.31855 -0.65306
H 3.32628 -3.64927 2.89224
H 7.09554 0.18932 0.15670
H -0.81151 -4.16783 1.06037
H 3.38885 2.01812 -2.51563
H 6.17803 2.39884 0.69028
H 1.20049 -4.16862 2.15064
H 1.59978 0.33037 -3.60656
H -1.34502 1.66319 2.77934
H -2.46247 -4.03106 2.63527
H -1.76502 3.05138 3.80003
H 2.50128 -2.41566 -0.50133
H 6.16160 -1.12140 -1.71323
H -5.32169 -0.97337 1.81504
H 2.77832 -1.99538 2.78368
H -1.58940 -2.88291 0.18919
H -4.16196 4.25142 -2.13574
*
```

---

H3N2O2 | ωB97M-V/def2-TZVPD

Summary:
Energy above the lowest of the compared OMol25 structures with the same formula, charge and spin in kJ/mol: 100.3
HOMO (alpha / beta) in eV: -2.149 / -2.150

Structure (ORCA input):
```
! RIJCOSX wB97M-V def2-TZVPD def2/J DEFGRID3
* xyz -1 1
O 0.72816 1.04954 0.28171
O -0.47206 -0.78977 -0.64489
N 1.06934 0.14743 -0.49502
N -1.07310 -0.49224 0.54537
H -0.73263 -1.07662 1.32488
H -0.62152 0.47886 0.85339
H 1.10181 0.68280 -1.86543
*
```

---

We obtain max |F| values of 1.179, 2.799 eV/Å for the records listed above, in that order.